Record 1
Molecular formula: C38H56N9O6ReSSi
Method: DFT, the ωB97M-V functional and the def2-TZVPD basis

Each line ends with the Mulliken charge.
Geometry (Å):
1 Re -0.13185 -0.60225 -0.55677  1.921
2 N 2.54019 1.04867 -0.06430  -0.438
3 N 2.81853 1.11087 1.30668  0.077
4 C 1.99948 0.56755 2.21029  -0.208
5 N 2.23745 0.77706 3.50719  -0.051
6 N 0.91968 -0.05986 1.74457  0.093
7 N 0.03338 -0.65640 2.52940  0.608
8 O -1.01407 -0.94552 1.97596  -0.446
9 O 0.26048 -0.87214 3.70649  -0.906
10 H 3.08826 1.74374 -0.55679  0.334
11 H 2.72629 0.11619 -0.45226  0.298
12 H 3.69477 1.50855 1.62211  0.205
13 H 3.04240 1.28819 3.82741  0.012
14 H 1.65950 0.27215 4.17418  0.259
15 C -0.99501 -5.09378 -0.76611  -1.586
16 C -1.07355 -4.20054 -1.96150  0.789
17 C -1.47581 -4.71567 -3.19668  -0.907
18 C -1.58373 -3.85176 -4.27326  -0.941
19 C -1.24246 -2.52172 -4.12534  -0.892
20 C -0.76449 -2.08866 -2.88037  0.704
21 N -0.73774 -2.93040 -1.83476  0.307
22 N -0.32606 -0.83905 -2.58547  -0.070
23 Si 0.26617 0.21573 -3.88844  0.461
24 C 1.25869 1.60679 -3.04065  -0.354
25 C -1.21478 0.96125 -4.85159  -1.245
26 C 1.40112 -0.78000 -5.05350  -1.323
27 H -1.95637 -5.57306 -0.58412  0.382
28 H -0.69349 -4.52583 0.10623  0.112
29 H -0.27648 -5.89171 -0.95208  0.412
30 H -1.70414 -5.76503 -3.29075  0.528
31 H -1.92318 -4.21805 -5.23029  0.479
32 H -1.37031 -1.82985 -4.93805  0.487
33 H 1.00027 2.57457 -3.45589  0.489
34 H 2.32743 1.47122 -3.16935  0.454
35 H 1.04749 1.61728 -1.97283  -0.635
36 H -2.12488 0.38680 -4.71357  0.217
37 H -0.99998 0.99172 -5.91531  0.584
38 H -1.41481 1.98153 -4.53867  0.341
39 H 2.38166 -0.94256 -4.61801  0.327
40 H 1.54639 -0.25441 -5.99125  0.413
41 H 0.98965 -1.75671 -5.28209  0.409
42 C 6.00052 2.70335 5.33145  -1.433
43 C 5.49138 1.38294 4.84206  0.853
44 C 4.78797 0.53334 5.69731  -0.757
45 C 4.38482 -0.72454 5.27801  -0.439
46 C 4.66842 -1.13667 3.98773  0.153
47 C 5.33845 -0.30066 3.11389  -0.444
48 C 5.73829 0.95798 3.53742  -1.005
49 S 4.33691 -2.81425 3.46213  1.384
50 O 5.21560 -3.11458 2.37344  -0.682
51 O 4.31357 -3.67529 4.60380  -0.736
52 N 2.77359 -2.69720 2.81435  -0.127
53 C 2.50368 -3.85200 1.95144  -1.360
54 C 2.78029 -3.46134 0.50071  -0.801
55 C 1.75550 -2.44785 0.04857  1.148
56 O 0.62294 -2.44626 0.57462  -0.987
57 O 2.02374 -1.57414 -0.82118  -1.117
58 H 6.59308 2.55888 6.23330  0.353
59 H 5.17767 3.37191 5.58451  0.309
60 H 6.62447 3.18270 4.58101  0.397
61 H 4.58980 0.84881 6.71105  0.452
62 H 3.88178 -1.40148 5.94963  0.524
63 H 5.57850 -0.66553 2.12753  0.533
64 H 6.29514 1.60104 2.86939  0.405
65 H 2.13038 -2.66508 3.59403  0.320
66 H 1.45793 -4.14104 2.05568  0.638
67 H 3.13872 -4.69670 2.23501  0.457
68 H 2.70815 -4.33963 -0.14416  0.416
69 H 3.78867 -3.05761 0.40603  0.437
70 C -5.39935 0.76768 -3.88333  -1.932
71 C -4.58601 0.04394 -2.85351  0.431
72 C -4.93751 -1.22705 -2.41500  -0.628
73 C -4.22370 -1.85441 -1.40087  0.659
74 C -4.55517 -3.24622 -0.95940  -1.864
75 C -3.16228 -1.18478 -0.81316  0.145
76 C -2.75183 0.07560 -1.26705  0.701
77 C -3.48090 0.67174 -2.29577  -0.965
78 N -1.62383 0.64643 -0.63011  0.834
79 C -1.84187 1.99779 -0.06407  1.306
80 C -0.86615 2.24026 1.09462  -2.027
81 C -1.07511 3.62215 1.71924  0.363
82 C -2.49781 3.72225 2.26172  -1.488
83 C -3.47980 3.50198 1.11580  0.330
84 C -3.26714 4.57419 0.05080  -1.326
85 C -1.83476 4.48754 -0.47263  0.231
86 C -0.85386 4.71014 0.67421  -1.491
87 C -1.59212 3.11253 -1.10276  -0.895
88 C -3.27147 2.12387 0.49017  -1.287
89 H -5.89270 0.07504 -4.55928  0.471
90 H -4.78142 1.45273 -4.46019  0.372
91 H -6.17486 1.34900 -3.38208  0.377
92 H -5.78443 -1.73036 -2.85783  0.493
93 H -5.62495 -3.44005 -1.00584  0.520
94 H -4.19878 -3.41534 0.05393  0.357
95 H -4.04952 -3.95160 -1.62196  0.239
96 H -2.65189 -1.62586 0.03363  0.398
97 H -3.19061 1.62763 -2.69137  0.240
98 H 0.15763 2.14600 0.72706  0.100
99 H -1.05325 1.49177 1.86133  0.440
100 H -0.35872 3.74748 2.53966  0.325
101 H -2.65603 4.70678 2.70364  0.571
102 H -2.65587 2.97539 3.04022  0.527
103 H -4.50304 3.56021 1.49665  0.290
104 H -3.44153 5.55956 0.48179  0.560
105 H -3.97541 4.43822 -0.76809  0.528
106 H -1.68048 5.25609 -1.23803  0.401
107 H -1.02076 5.69064 1.12249  0.569
108 H 0.17311 4.67808 0.30381  0.459
109 H -0.56590 3.04066 -1.46083  0.091
110 H -2.25678 3.00534 -1.95426  0.144
111 H -3.99711 1.98730 -0.31009  0.413
112 H -3.43208 1.33561 1.22750  0.428

Calculated values
E	-86848.1670	eV
HOMO-LUMO gap (alpha / beta)	6.43 / 7.09	eV
relative energy (zero: lowest compared OMol25 entry of this formula, charge and spin)	0.130	eV
spin multiplicity	4
net charge	+1
expectation value of S²	3.8800
LUMO (alpha / beta)	-3.71 / -3.26	eV

=====

Record 2
Molecular formula: C38H59CrN3O7
Method: DFT, the ωB97M-V functional and the def2-TZVPD basis

Each line ends with the Mulliken charge.
Geometry (Å):
1 Cr 0.60960 1.68003 0.78138  1.235
2 C -0.50803 3.71105 -2.45744  -1.270
3 N -1.41028 3.69853 -1.33012  1.391
4 C -1.89748 5.01998 -1.01783  -1.588
5 C -2.49765 2.76361 -1.46242  -1.772
6 C -2.07909 1.31023 -1.62417  -0.891
7 N -1.47382 0.68254 -0.46161  1.924
8 C -0.97174 -0.64447 -0.80741  -0.510
9 C 0.10511 -0.59683 -1.85403  -0.604
10 C -0.19598 -0.93141 -3.15922  -0.441
11 C 0.74651 -0.88188 -4.18023  -0.723
12 C 2.03753 -0.52433 -3.80836  0.190
13 C 2.41261 -0.21137 -2.50589  -1.057
14 C 1.41833 -0.18928 -1.47835  0.341
15 O 1.65766 0.16639 -0.24775  -0.463
16 C 3.87994 0.05754 -2.17924  3.030
17 C 4.36348 -1.05759 -1.24307  -1.638
18 C 4.06185 1.43171 -1.52428  -1.546
19 C 4.78151 0.01932 -3.41795  -2.538
20 C 0.33517 -1.18394 -5.61841  2.269
21 C 1.50802 -1.08382 -6.59384  -2.275
22 C -0.24012 -2.60324 -5.71238  -1.744
23 C -0.73913 -0.18231 -6.06612  -1.692
24 C -2.44842 0.65188 0.63927  -1.330
25 C -2.25457 -0.39164 1.70671  -0.735
26 C -3.25085 -1.32714 1.93426  -0.228
27 C -3.17578 -2.25543 2.96954  -0.680
28 C -2.06623 -2.15887 3.81088  -0.205
29 C -1.04982 -1.23173 3.64525  -0.544
30 C -1.07822 -0.38072 2.50001  0.684
31 O -0.08006 0.35789 2.17660  -0.019
32 C 0.13375 -1.16667 4.60770  2.845
33 C 1.32871 -1.87569 3.95916  -1.301
34 C -0.16928 -1.85689 5.94332  -2.411
35 C 0.51940 0.28432 4.93224  -1.833
36 C -4.23087 -3.32721 3.22518  2.309
37 C -5.36584 -3.27478 2.20228  -2.223
38 C -4.84232 -3.14352 4.62106  -1.700
39 C -3.58916 -4.72007 3.14531  -1.656
40 H -1.04283 3.90590 -3.41286  0.216
41 H 0.03057 2.76836 -2.53714  0.053
42 H 0.24305 4.48390 -2.30284  0.521
43 H -1.05917 5.70254 -0.88566  0.425
44 H -2.45377 4.99764 -0.07926  0.364
45 H -2.56185 5.41962 -1.81511  0.313
46 H -3.12295 3.00529 -2.35520  0.527
47 H -3.14603 2.88667 -0.59145  0.412
48 H -1.38069 1.23346 -2.45756  0.181
49 H -2.98516 0.74082 -1.92661  0.323
50 H -1.79632 -1.29215 -1.16376  0.333
51 H -0.56759 -1.08629 0.10432  0.187
52 H -1.22240 -1.21864 -3.37596  0.279
53 H 2.79961 -0.49516 -4.57297  0.593
54 H 3.76492 -1.07381 -0.34240  0.166
55 H 5.41241 -0.89806 -0.97157  0.431
56 H 4.27850 -2.02819 -1.74024  0.345
57 H 3.44685 1.54281 -0.63907  -0.099
58 H 3.76551 2.22888 -2.20829  0.269
59 H 5.11605 1.57641 -1.26304  0.497
60 H 4.74467 -0.94621 -3.92836  0.454
61 H 5.81413 0.19194 -3.10341  0.462
62 H 4.51857 0.79939 -4.13515  0.415
63 H 2.29685 -1.79602 -6.34630  0.386
64 H 1.94382 -0.08398 -6.59240  0.397
65 H 1.16217 -1.30026 -7.60845  0.452
66 H 0.50835 -3.33888 -5.41336  0.359
67 H -0.55844 -2.82613 -6.73538  0.460
68 H -1.10151 -2.72222 -5.05589  0.297
69 H -0.35609 0.83737 -6.00952  0.348
70 H -1.61784 -0.23771 -5.42423  0.308
71 H -1.05296 -0.38148 -7.09543  0.473
72 H -3.45890 0.48529 0.21845  0.438
73 H -2.44574 1.64451 1.10107  0.318
74 H -4.10838 -1.31077 1.27053  0.456
75 H -2.00353 -2.84305 4.64910  0.282
76 H 1.07628 -2.90998 3.71493  0.253
77 H 2.19419 -1.87484 4.63074  0.443
78 H 1.60610 -1.36376 3.03812  -0.043
79 H -0.24444 -2.94237 5.84645  0.356
80 H -1.10044 -1.48736 6.37679  0.425
81 H 0.64191 -1.64832 6.64468  0.478
82 H 0.84761 0.82834 4.05219  0.165
83 H 1.31890 0.28325 5.68111  0.437
84 H -0.33390 0.82343 5.34996  0.357
85 H -5.89757 -2.32297 2.24350  0.380
86 H -6.08458 -4.07335 2.40731  0.442
87 H -4.99259 -3.40693 1.18613  0.408
88 H -5.29941 -2.15694 4.70868  0.348
89 H -4.08190 -3.22522 5.39801  0.302
90 H -5.60823 -3.90170 4.81323  0.465
91 H -3.16128 -4.88468 2.15546  0.352
92 H -4.32957 -5.50233 3.34039  0.457
93 H -2.78422 -4.82314 3.87337  0.296
94 O -0.39104 5.49083 1.54258  -0.784
95 C -0.00140 4.39599 1.14770  0.445
96 O -0.37832 3.25330 1.58679  -0.452
97 C 1.03998 4.32056 -0.04215  0.393
98 O 1.41562 5.34946 -0.60190  -0.754
99 O 1.38051 3.12879 -0.37556  -0.344
100 C 4.72531 2.61295 2.71300  -1.641
101 C 3.51876 1.75219 2.40164  0.857
102 N 3.78432 0.47911 2.02337  0.034
103 O 2.37873 2.19186 2.43101  -0.304
104 H 5.23708 2.25181 3.60879  0.403
105 H 4.38748 3.63130 2.87467  0.344
106 H 5.42662 2.58252 1.87776  0.375
107 H 4.63471 0.02266 2.29470  0.240
108 H 2.98651 -0.08052 1.75193  -0.378

Calculated values
E	-87594.7473	eV
HOMO-LUMO gap (alpha / beta)	4.85 / 6.19	eV
relative energy (zero: lowest compared OMol25 entry of this formula, charge and spin)	0.071	eV
spin multiplicity	5
net charge	-2
expectation value of S²	6.0088
LUMO (alpha / beta)	4.09 / 4.09	eV